(1)
{
  "formula": "C4H8N4",
  "method": "the ωB97M-V functional and the def2-TZVPD basis",
  "e_above_lowest_kcal_mol": 43.8,
  "lumo_energy_ev": [1.14, -1.70],
  "mol_weight_da": 112.14,
  "spin_multiplicity": 3,
  "elements": ["N", "N", "N", "N", "C", "C", "C", "C", "H", "H", "H", "H", "H", "H", "H", "H"],
  "xyz": [[-2.3717, -1.1270, -0.0461], [-1.0123, 0.4478, 0.4833], [-1.7903, 0.9699, -0.4306], [0.0012, 1.0967, 1.0823], [-1.3792, -0.8509, 0.6803], [-2.6036, 0.0278, -0.7988], [1.9431, -0.7284, -0.0709], [1.7689, 0.7096, -0.3518], [-0.8443, -1.5718, 1.4158], [2.5633, 1.2549, 0.0732], [-3.3160, 0.0600, -1.4975], [1.1988, 0.9717, -1.2577], [0.1534, 1.9188, 0.6000], [2.5834, -1.0919, -0.8424], [2.1908, -0.8337, 1.0026], [0.9144, -1.2537, -0.0416]],
  "mulliken_spin": [0.037, 0.011, -0.039, 0.848, 0.089, 0.114, -0.054, 0.937, -0.001, 0.019, 0.012, -0.003, -0.063, 0.071, 0.011, 0.011]
}

***

(2)
{
  "formula": "C21H23N3O4S2",
  "method": "the ωB97M-V functional and the def2-TZVPD basis",
  "smiles": "CCOc1ccc(NC(=O)Cc2ccc(NC3=N[C@H]4CS(=O)(=O)C[C@H]4S3)cc2)cc1",
  "e_above_lowest_kcal_mol": 46.7,
  "lumo_energy_ev": 0.30,
  "mol_weight_da": 445.57,
  "elements": ["S", "S", "O", "O", "O", "O", "N", "N", "N", "C", "C", "C", "C", "C", "C", "C", "C", "C", "C", "C", "C", "C", "C", "C", "C", "C", "C", "C", "C", "C", "H", "H", "H", "H", "H", "H", "H", "H", "H", "H", "H", "H", "H", "H", "H", "H", "H", "H", "H", "H", "H", "H", "H"],
  "xyz": [[4.7652, -0.0436, -1.6884], [2.0425, -1.8896, -3.1261], [-2.8010, 1.6985, 4.5856], [1.5484, -0.7480, -2.4130], [-6.2198, 2.0255, -0.9529], [1.2271, -2.4216, -4.1800], [3.3777, -1.7315, -0.2605], [3.3594, 0.4758, 0.5188], [-2.1410, 0.7739, 2.6063], [2.0584, 1.6476, 2.1464], [1.7714, -0.7286, 1.9311], [4.5595, -1.6917, -2.4294], [0.4364, 0.5129, 3.5207], [0.7990, -0.6850, 2.9127], [-3.1821, 1.0973, 1.7260], [-1.9949, 1.0934, 3.9157], [-5.1839, 1.6746, -0.1396], [2.5741, -3.1885, -1.9732], [-4.3606, 1.7174, 2.1333], [3.8037, -2.5534, -1.3429], [-6.5309, 0.1912, -2.5437], [-5.3425, 1.9995, 1.2091], [3.7450, -1.5930, -3.7034], [-4.0054, 1.0560, -0.5435], [1.0894, 1.6777, 3.1280], [2.3980, 0.4452, 1.5283], [-0.6798, 0.5718, 4.5163], [3.6904, -0.5118, -0.3261], [-6.1971, 1.6635, -2.3180], [-3.0189, 0.7739, 0.3839], [-3.8306, 0.7912, -1.5741], [-6.9671, 2.2911, -2.7762], [-0.8876, -0.4212, 4.9228], [2.0452, -1.6571, 1.4608], [-2.1060, 0.2971, 0.0533], [3.8202, -0.6222, -4.1830], [-1.3639, 0.2923, 2.1708], [3.7164, 1.3921, 0.2857], [2.5501, 2.5620, 1.8462], [2.7918, -4.0694, -2.5679], [-0.4331, 1.2304, 5.3505], [1.8077, -3.3897, -1.2337], [4.4767, -3.3255, -0.9465], [3.9650, -2.3849, -4.4141], [-5.2314, 1.9184, -2.7720], [0.3121, -1.6027, 3.2119], [-6.2580, 2.4819, 1.5121], [-4.4957, 1.9767, 3.1696], [-7.5047, -0.0344, -2.1163], [5.5565, -2.0922, -2.6212], [0.8254, 2.6163, 3.5919], [-5.7920, -0.4514, -2.0715], [-6.5540, -0.0202, -3.6092]],
  "lowdin_charge": [1.003, 0.661, 0.067, -0.294, -0.057, -0.317, 0.052, 0.076, 0.137, -0.013, -0.004, -0.526, -0.264, -0.040, -0.220, -0.460, -0.274, -0.158, -0.003, -0.378, -0.065, 0.006, -0.240, -0.024, -0.026, -0.222, -0.054, -0.628, -0.253, -0.018, 0.105, 0.122, 0.127, 0.090, 0.115, 0.098, 0.125, 0.131, 0.112, 0.110, 0.127, 0.114, 0.148, 0.108, 0.115, 0.118, 0.119, 0.101, 0.079, 0.105, 0.123, 0.066, 0.076]
}

***

(3)
{
  "formula": "C7H14",
  "method": "the ωB97M-V functional and the def2-TZVPD basis",
  "e_above_lowest_kcal_mol": 79.9,
  "lumo_energy_ev": 0.47,
  "mol_weight_da": 98.19,
  "elements": ["C", "C", "C", "C", "C", "C", "C", "H", "H", "H", "H", "H", "H", "H", "H", "H", "H", "H", "H", "H", "H"],
  "xyz": [[2.4053, -0.2635, 0.4460], [2.3925, 1.1175, -0.2647], [-2.4060, -1.1659, -0.2801], [0.0341, -0.8163, 0.2367], [-1.4508, 1.1649, -0.1638], [1.0747, -0.2255, 1.0987], [-1.3826, -0.2565, 0.3963], [-3.4234, -0.7779, -0.1586], [-2.4587, 1.5838, -0.0630], [3.2314, -0.2854, 1.1639], [-1.5909, -0.2106, 1.4730], [0.0704, -1.8426, 0.6658], [2.5562, -1.0489, -0.3148], [-1.1906, 1.1773, -1.2313], [-2.2047, -1.2431, -1.3566], [1.7677, 1.0900, -1.1628], [-2.3769, -2.1786, 0.1390], [2.0009, 1.8959, 0.3993], [3.4087, 1.3981, -0.5529], [0.2956, -0.9378, -0.8348], [-0.7529, 1.8252, 0.3647]],
  "lowdin_charge": [-0.312, -0.104, -0.091, -0.269, -0.083, 0.029, -0.456, 0.076, 0.076, 0.096, 0.133, 0.148, 0.106, 0.081, 0.080, 0.072, 0.075, 0.072, 0.076, 0.124, 0.071]
}

***

(4)
{
  "formula": "H10O5",
  "method": "the ωB97M-V functional and the def2-TZVPD basis",
  "smiles": "O.O.O.O.O",
  "e_above_lowest_kcal_mol": 47.6,
  "lumo_energy_ev": 0.38,
  "mol_weight_da": 90.08,
  "elements": ["O", "O", "O", "O", "O", "H", "H", "H", "H", "H", "H", "H", "H", "H", "H"],
  "xyz": [[0.2291, -1.4410, 1.2765], [-3.0693, 1.3274, 0.8993], [4.9129, -0.3223, -0.0609], [1.7138, 0.8289, -0.5138], [-4.0491, -0.9359, -0.8271], [-3.5727, -1.6504, -1.2319], [-2.3633, 1.8430, 0.3812], [-2.8839, 1.4950, 1.8043], [5.8485, -0.3235, 0.2507], [-0.4453, -2.1644, 1.1328], [0.5719, -1.1658, 0.4306], [4.9092, 0.4725, -0.6064], [1.7539, 1.7754, -0.1099], [1.2328, 1.0863, -1.2752], [-4.7886, -0.8253, -1.5502]],
  "lowdin_charge": [-0.082, -0.079, -0.077, -0.065, -0.097, 0.002, 0.075, 0.003, 0.049, 0.062, -0.009, 0.022, 0.100, 0.002, 0.095]
}

***

(5)
{
  "formula": "C4H12",
  "method": "the ωB97M-V functional and the def2-TZVPD basis",
  "smiles": "CC.CC",
  "e_above_lowest_kcal_mol": 2.3,
  "lumo_energy_ev": 1.12,
  "mol_weight_da": 60.14,
  "elements": ["C", "C", "C", "C", "H", "H", "H", "H", "H", "H", "H", "H", "H", "H", "H", "H"],
  "xyz": [[-1.3187, 1.3544, -0.8127], [0.7319, -1.7953, 0.5225], [-0.6564, 2.4449, -1.6438], [1.2755, -1.9942, 1.9450], [2.2477, -2.4740, 1.9436], [0.5226, -2.7723, 0.0846], [-0.8178, 1.2565, 0.1451], [-1.2295, 0.3742, -1.2963], [0.5468, -2.5636, 2.5420], [-0.7100, 3.4053, -1.1389], [1.4243, -1.2068, -0.0750], [-2.3987, 1.5149, -0.7413], [0.3755, 2.1832, -1.8898], [1.3419, -1.0431, 2.4650], [-1.1360, 2.5365, -2.6249], [-0.1991, -1.2208, 0.5750]],
  "lowdin_charge": [-0.183, -0.171, -0.176, -0.174, 0.057, 0.062, 0.053, 0.059, 0.065, 0.059, 0.060, 0.064, 0.061, 0.055, 0.062, 0.046]
}

***

(6)
{
  "formula": "C21H35FN2O6S",
  "method": "the ωB97M-V functional and the def2-TZVPD basis",
  "smiles": "CCCOCN(CCC(=O)Nc1ccccc1)S(=O)(=O)F.C1CCOC1.C1CCOC1",
  "lumo_energy_ev": 0.14,
  "mol_weight_da": 462.58,
  "elements": ["S", "F", "O", "O", "O", "O", "O", "O", "N", "N", "C", "C", "C", "C", "C", "C", "C", "C", "C", "C", "C", "C", "C", "C", "C", "C", "C", "C", "C", "C", "C", "H", "H", "H", "H", "H", "H", "H", "H", "H", "H", "H", "H", "H", "H", "H", "H", "H", "H", "H", "H", "H", "H", "H", "H", "H", "H", "H", "H", "H", "H", "H", "H", "H", "H", "H"],
  "xyz": [[1.7085, 0.3927, -3.8590], [1.5897, 1.6898, -4.9140], [1.6162, 3.7130, 0.9873], [2.9409, -0.3387, -0.9691], [3.1449, -0.0911, -3.9415], [-2.5968, 2.3541, -2.7576], [0.8214, -0.7300, -4.3446], [1.2059, -3.5516, 2.7085], [-3.5521, 1.7798, -0.7094], [1.2445, 0.7611, -2.2433], [-4.2876, 0.5453, -1.1117], [0.2783, 1.9042, -2.1565], [-4.1916, -0.7349, -0.2401], [-0.1496, -5.2161, 3.7121], [-5.1294, 0.5614, -2.4264], [-5.8894, -0.6921, -2.9401], [2.1094, 3.8169, 2.3311], [2.1565, -2.6474, -0.4880], [-0.8844, 1.4522, -1.1287], [-5.8061, -1.9718, -2.0390], [1.8916, 6.0096, 1.5035], [2.0441, -1.0758, -0.1014], [2.7270, 5.1945, 2.4657], [0.0788, -2.9078, 3.3174], [1.0145, -4.9718, 2.7724], [2.9447, -2.8971, -1.8869], [-0.9839, -3.9716, 3.5087], [2.4160, 0.9513, -1.3252], [-4.9704, -1.9832, -0.7267], [1.6374, 5.0165, 0.3870], [-2.3550, 1.8826, -1.6053], [-0.7075, 1.9547, -0.1025], [-1.6593, -3.7546, 4.3382], [0.9452, 6.2883, 1.9784], [-3.5649, -0.7695, 0.7235], [3.2182, 1.6018, -1.8206], [0.4067, -2.4973, 4.2788], [0.7898, -5.3256, 1.7605], [0.9433, -0.7844, -0.1891], [-3.2655, 1.6878, 0.2759], [-6.3462, -2.9282, -2.3860], [-6.4708, -0.6550, -3.9224], [2.3456, -0.8815, 0.9949], [-0.1108, 2.2574, -3.1670], [-5.1456, 1.5462, -3.0103], [2.3646, -2.3394, -2.7155], [0.2075, -5.2584, 4.7464], [-0.8737, 0.3254, -0.9415], [1.2588, 3.6954, 3.0104], [4.0365, -2.5334, -1.8443], [2.7171, -3.1951, 0.3584], [1.9355, -5.4511, 3.1123], [0.6915, 5.1987, -0.1290], [2.7096, 5.5703, 3.4900], [-4.9283, -2.9459, -0.1101], [-0.2604, -2.0842, 2.6844], [1.1129, -3.1065, -0.6378], [2.9497, -4.0378, -2.0807], [-1.5822, -4.0707, 2.5967], [2.3818, 6.9215, 1.1590], [0.7785, 2.8264, -1.6661], [2.4465, 5.0326, -0.3512], [2.8257, 3.0149, 2.5230], [1.9916, 1.4241, -0.3601], [-0.6833, -6.1434, 3.4974], [3.7679, 5.1724, 2.1264]],
  "lowdin_charge": [0.809, -0.212, -0.174, -0.176, -0.305, 0.032, -0.308, -0.158, 0.045, -0.203, -0.203, -0.170, -0.029, -0.178, -0.007, -0.053, -0.201, -0.197, -0.057, -0.081, -0.175, -0.191, -0.175, -0.207, -0.204, -0.115, -0.181, -0.200, -0.083, -0.210, -0.331, 0.126, 0.114, 0.118, 0.093, 0.159, 0.117, 0.118, 0.101, 0.104, 0.087, 0.091, 0.132, 0.125, 0.100, 0.062, 0.116, 0.120, 0.118, 0.086, 0.102, 0.119, 0.117, 0.116, 0.085, 0.111, 0.108, 0.080, 0.115, 0.117, 0.129, 0.119, 0.119, 0.142, 0.115, 0.118]
}